Entry 1:
11
Properties=species:S:1:pos:R:3 method="wB97M-V/def2-TZVPD" e_homo_ev=-9.28 charge=0 de_lowest_ev=5.080
N 1.42 0.64 0.13
C 1.19 0.04 -1.06
O 0.13 -0.76 -1.05
C -0.72 -0.81 0.11
C -1.40 0.51 0.40
O -2.03 0.70 1.41
H 2.16 1.33 -0.01
H 2.22 -0.25 -0.39
H -0.17 -1.13 1.00
H -1.48 -1.56 -0.13
H -1.32 1.28 -0.40

=====

Entry 2:
11
Properties=species:S:1:pos:R:3 method="wB97M-V/def2-TZVPD" e_homo_ev=-10.37 charge=0 smiles="CC(=O)NC=O" de_lowest_ev=0.447
C 1.36 0.40 0.46
C 0.46 -0.20 -0.59
O 0.76 -0.33 -1.75
O -1.48 1.43 0.25
C -1.73 0.24 0.24
N -0.79 -0.70 -0.09
H 1.72 1.38 0.15
H 0.86 0.47 1.43
H 2.22 -0.27 0.55
H -2.71 -0.18 0.52
H -1.10 -1.61 -0.40

=====

Entry 3:
12
Properties=species:S:1:pos:R:3 method="wB97M-V/def2-TZVPD" e_homo_ev=0.63 charge=-2 smiles="N[C@@H](C[S-])C(=O)[O-]" de_lowest_ev=0.446
O -1.43 2.14 -0.34
C -1.24 1.00 0.13
O -2.08 0.21 0.63
C 0.25 0.46 0.07
C 0.34 -0.63 -0.97
S 2.06 -1.29 -1.37
N 0.60 -0.08 1.42
H 0.91 1.30 -0.11
H -0.19 -1.52 -0.63
H -0.06 -0.30 -1.93
H 1.12 -0.95 1.25
H -0.28 -0.33 1.85

=====

Entry 4:
12
Properties=species:S:1:pos:R:3 method="wB97M-V/def2-TZVPD" e_homo_ev=-8.44 charge=0 de_lowest_ev=2.995
C -1.16 0.09 -0.05
C 1.24 0.44 0.14
C 0.83 -0.99 -0.24
N 0.13 1.26 -0.26
O -3.60 -0.61 0.16
O -0.57 -1.08 -0.01
S -2.73 0.57 0.03
H 1.47 0.48 1.22
H 2.13 0.74 -0.42
H 1.02 -1.18 -1.30
H 1.32 -1.76 0.37
H -0.08 2.03 0.36

=====

Entry 5:
12
Properties=species:S:1:pos:R:3 method="wB97M-V/def2-TZVPD" e_homo_ev=-10.57 charge=0 smiles="CC(=O)C[N+](=O)[O-]" de_lowest_ev=4.978
C 1.12 -0.18 -1.11
C -0.34 0.38 -0.91
C -0.70 0.52 0.59
N 2.06 0.82 -0.60
O 2.78 1.34 -1.43
O -1.16 0.49 -1.82
O 1.99 1.08 0.53
H 1.22 -1.14 -0.65
H 1.27 -0.22 -2.25
H -1.71 0.83 0.39
H -0.09 1.26 1.17
H -0.72 -0.54 1.16

=====

Entry 6:
12
Properties=species:S:1:pos:R:3 method="wB97M-V/def2-TZVPD" e_homo_ev=-10.10 charge=0 smiles="O=CCNC(=O)O" de_lowest_ev=0.711
O 0.43 -0.59 2.60
C 1.20 0.03 1.92
C 1.09 0.05 0.41
N -0.27 -0.19 0.04
C -0.79 0.11 -1.18
O 0.17 0.57 -2.03
O -1.94 -0.02 -1.50
H 2.02 0.62 2.37
H 1.42 1.03 0.06
H 1.81 -0.65 -0.04
H -0.87 -0.59 0.73
H -0.29 0.75 -2.87

=====

Entry 7:
12
Properties=species:S:1:pos:R:3 method="wB97M-V/def2-TZVPD" e_homo_ev=-8.49 charge=0 de_lowest_ev=4.817
C -1.73 -0.12 -0.64
C -0.94 0.77 -0.04
C 1.63 -0.53 0.31
O 1.41 0.82 -0.28
O -2.90 -0.61 -0.09
N 2.61 -1.24 0.04
O -0.78 1.65 0.74
H 1.18 1.55 0.31
H -2.88 -0.52 0.87
H -1.83 -0.10 -1.71
H 3.30 -0.89 -0.61
H 0.93 -0.77 1.10

=====

Entry 8:
12
Properties=species:S:1:pos:R:3 method="wB97M-V/def2-TZVPD" e_homo_ev="-7.51 / -7.02" charge=0 de_lowest_ev=4.438
C 0.65 -0.17 1.51
C -0.80 0.48 -0.61
N -0.31 1.60 -1.18
C 0.13 -1.68 -0.16
O 0.39 -1.44 1.07
O -1.89 0.26 -0.19
O 0.14 -0.69 -1.03
H 0.67 1.64 -1.41
H -0.84 2.44 -1.07
H 0.80 -0.18 2.58
H 1.34 0.40 0.91
H -0.27 -2.65 -0.41

=====

Entry 9:
12
Properties=species:S:1:pos:R:3 method="wB97M-V/def2-TZVPD" e_homo_ev=-10.08 charge=0 smiles="NC(=O)COC=O" de_lowest_ev=0.667
N -0.55 0.21 -1.56
C -0.18 1.11 -0.61
O -0.58 2.26 -0.57
C 0.83 0.60 0.42
O 0.18 -0.14 1.48
C -0.20 -1.39 1.23
O -0.07 -1.98 0.18
H -0.34 -0.77 -1.42
H -1.30 0.48 -2.17
H 1.61 -0.02 -0.03
H 1.26 1.46 0.92
H -0.65 -1.82 2.13

=====

Entry 10:
12
Properties=species:S:1:pos:R:3 method="wB97M-V/def2-TZVPD" e_homo_ev=-9.96 charge=0 de_lowest_ev=2.764
C 2.21 1.16 0.00
C 1.40 -0.13 -0.03
C -0.85 -0.73 0.04
H 2.01 1.76 0.90
H 3.27 0.86 -0.07
H 1.92 1.80 -0.87
H -0.52 -1.75 0.12
H -3.45 0.69 0.05
N -2.09 -0.54 -0.01
O 1.77 -1.26 -0.07
O 0.08 0.25 0.12
O -2.50 0.83 -0.08

=====

Entry 11:
12
Properties=species:S:1:pos:R:3 method="wB97M-V/def2-TZVPD" multiplicity=2 e_homo_ev="-17.14 / -16.47" charge=+1 de_lowest_ev=2.174
O -1.03 0.69 -1.99
C -0.51 -0.03 -1.29
N -0.84 0.36 0.59
C 0.37 0.11 1.21
O 0.47 0.56 2.46
O 1.34 -0.36 0.65
C 0.20 -1.28 -1.69
H -1.73 -0.10 0.51
H -0.38 0.98 2.65
H -0.01 -1.71 -2.67
H 0.24 -2.05 -0.92
H 1.25 -0.95 -1.72

=====

Entry 12:
13
Properties=species:S:1:pos:R:3 method="wB97M-V/def2-TZVPD" e_homo_ev=-9.24 charge=0 smiles="O=C1O[C@H]1NCSO" de_lowest_ev=3.162
C -1.75 0.22 -0.84
C 1.01 -0.57 -0.44
C -1.29 -0.18 0.49
N 0.05 -0.45 0.58
O -1.93 1.21 -1.44
O -1.95 -1.04 -0.74
O 1.73 1.90 0.35
S 2.44 0.37 0.10
H 1.51 -1.61 -0.53
H 0.59 -0.34 -1.45
H -1.77 -0.36 1.40
H 0.96 1.79 1.01
H 0.40 -0.93 1.50

=====

Entry 13:
13
Properties=species:S:1:pos:R:3 method="wB97M-V/def2-TZVPD" e_homo_ev=-9.12 charge=0 smiles="NC(=O)OCOC=S" de_lowest_ev=2.665
C -1.30 0.13 -0.27
C 0.66 -0.82 -0.58
C 1.82 0.05 1.30
H -1.72 1.53 -1.65
H -2.72 1.44 -0.31
H 1.32 -1.51 -1.14
H 0.38 -1.52 0.28
H 1.33 -0.94 1.94
N -2.28 0.72 -1.02
O -1.32 -0.22 0.86
O -0.36 -0.32 -1.28
O 1.41 0.22 -0.08
S 2.79 1.24 1.94

=====

Entry 14:
13
Properties=species:S:1:pos:R:3 method="wB97M-V/def2-TZVPD" e_homo_ev=-9.88 charge=0 smiles="O=C(CO)C(=O)NO" de_lowest_ev=2.805
C -1.35 -1.13 -0.25
N 1.47 1.31 0.23
C 0.06 -0.67 0.04
C 0.23 0.83 0.28
O 2.62 0.61 -0.10
O -2.22 -0.20 -0.81
O 0.99 -1.43 0.16
O -0.71 1.55 0.58
H 2.42 -0.35 0.05
H -2.12 0.65 -0.32
H 1.64 2.30 0.32
H -1.32 -2.00 -0.91
H -1.71 -1.48 0.74

=====

Entry 15:
13
Properties=species:S:1:pos:R:3 method="wB97M-V/def2-TZVPD" e_homo_ev=-11.04 charge=0 smiles="CN(C(=O)O)C(=O)O" de_lowest_ev=0.085
C 1.34 -0.44 -0.70
N 0.05 -0.02 -0.19
C -0.55 -0.41 0.93
C -0.41 1.35 -0.72
O 0.08 -1.70 1.32
O -1.60 1.82 -0.29
O -1.60 -0.09 1.44
O 0.24 1.96 -1.54
H -1.96 1.29 0.45
H -0.62 -2.16 1.83
H 1.34 -0.33 -1.78
H 2.12 0.21 -0.29
H 1.57 -1.48 -0.46

=====

Entry 16:
13
Properties=species:S:1:pos:R:3 method="wB97M-V/def2-TZVPD" multiplicity=3 e_homo_ev="-8.08 / -10.66" charge=0 de_lowest_ev=6.045
C 0.85 0.14 -1.07
C 0.87 0.56 0.94
C -0.11 -0.18 0.06
N -1.50 0.28 -0.03
O -1.62 1.47 -0.19
O -2.39 -0.52 0.07
O 1.72 0.82 -0.17
O -0.21 -1.96 0.25
H 1.32 -0.75 -1.50
H 0.45 0.79 -1.85
H 0.44 1.48 1.36
H 1.35 -0.03 1.72
H -1.16 -2.09 0.41

=====

Entry 17:
14
Properties=species:S:1:pos:R:3 method="wB97M-V/def2-TZVPD" multiplicity=3 e_homo_ev="-6.38 / -9.87" charge=0 de_lowest_ev=0.865
C -1.03 -0.93 -1.78
C 0.06 -0.46 -1.66
C 1.30 -0.02 -1.04
N 1.86 -0.78 -0.14
O -0.11 -0.71 1.55
O -2.04 0.45 0.57
O -0.74 1.48 2.41
O 0.30 1.31 0.22
S -0.54 0.64 1.23
H -2.03 -1.37 -1.81
H 1.87 0.77 -1.55
H 2.69 -0.41 0.33
H 1.04 -0.95 0.69
H -2.63 0.98 0.98

=====

Entry 18:
11
Properties=species:S:1:pos:R:3 method="wB97M-V/def2-TZVPD" e_homo_ev=-8.57 charge=0 smiles="C=NSCC=O" de_lowest_ev=3.569
C -2.48 0.81 -0.08
C 0.90 -0.83 -0.33
C 2.02 0.08 0.45
H -3.09 0.97 0.92
H -2.45 1.56 -0.91
H 0.64 -1.38 0.65
H 1.48 -1.62 -1.04
H 1.68 1.09 0.85
N -1.50 0.02 0.14
O 3.13 -0.45 0.48
S -0.36 -0.25 -1.12

=====

Entry 19:
11
Properties=species:S:1:pos:R:3 method="wB97M-V/def2-TZVPD" e_homo_ev="-9.05 / -9.04" charge=0 de_lowest_ev=7.287
C -1.75 -1.42 -0.38
C -2.15 -1.03 -1.45
C 0.49 1.00 0.64
N 0.83 -0.29 0.16
O 2.06 -0.45 0.01
S 3.16 0.82 0.24
H -1.36 -1.95 0.50
H -2.61 -0.76 -2.30
H 0.81 1.96 0.14
H -0.61 1.02 0.87
H 1.13 1.09 1.58

=====

Entry 20:
11
Properties=species:S:1:pos:R:3 method="wB97M-V/def2-TZVPD" e_homo_ev="-9.25 / -9.24" charge=0 smiles="C=C(C)[N+]([O-])=S" de_lowest_ev=4.370
C 0.16 1.16 -0.82
C 0.00 0.71 0.42
C -0.20 -0.75 0.59
N 0.10 1.57 1.58
O -0.02 1.02 2.70
S 0.54 3.17 1.42
H 0.29 2.21 -0.92
H 0.22 0.74 -1.78
H 0.72 -1.27 1.12
H -0.16 -1.26 -0.46
H -0.93 -0.86 1.34

=====

Number 1: largest force on an atom 0.6 eV/A. Number 2: largest force on an atom 0.6 eV/A. Number 3: largest force on an atom 1.4 eV/A. Number 4: largest force on an atom 4.7 eV/A. Number 5: largest force on an atom 4.3 eV/A. Number 6: largest force on an atom 0.5 eV/A. Number 7: largest force on an atom 3.5 eV/A. Number 8: largest force on an atom 1.3 eV/A. Number 9: largest force on an atom 0.6 eV/A. Number 10: largest force on an atom 1.4 eV/A. Number 11: largest force on an atom 3.5 eV/A. Number 12: largest force on an atom 4.4 eV/A. Number 13: largest force on an atom 6.9 eV/A. Number 14: largest force on an atom 0.9 eV/A. Number 15: largest force on an atom 5.3 eV/A. Number 16: largest force on an atom 10.1 eV/A. Number 17: largest force on an atom 8.3 eV/A. Number 18: largest force on an atom 8.7 eV/A. Number 19: largest force on an atom 3.8 eV/A. Number 20: largest force on an atom 3.9 eV/A.